(1)
The following is a quantum chemistry calculation of the molecule C4H6NP at a distorted geometry, from the OMol25 dataset.

```
! RIJCOSX wB97M-V def2-TZVPD def2/J DEFGRID3
* xyz 0 1
C -0.15 -0.08 1.64
C 0.74 -1.66 0.56
C -0.85 0.93 -0.37
C 0.35 0.38 -1.13
N -0.61 0.91 1.05
P 0.38 -1.54 -1.08
H 0.15 -0.21 2.63
H 1.19 -2.58 1.10
H -0.83 1.98 -0.69
H -1.73 0.46 -0.73
H 0.03 0.67 -2.16
H 1.33 0.75 -0.82
*
```

As for the relative energy (zero: lowest compared OMol25 entry of this formula, charge and spin): 337.3 kJ/mol. The LUMO energy (spin up / spin down) comes out at -0.09 / -0.09 eV.

Atom charges from the Mulliken analysis, given in e for atoms 1 to 8: -0.04 -0.30 -0.46 -0.81 -0.41 -0.05 0.38 0.28



(2)
The following is a quantum chemistry calculation of a structure of composition C35H26Cl2N8O4Rb, from the OMol25 dataset.

```
! RIJCOSX wB97M-V def2-TZVPD def2/J DEFGRID3
* xyz -1 1
Rb -0.49 -0.16 0.32
Cl -6.63 -4.44 1.46
C -5.60 -3.15 0.90
C -4.25 -3.39 0.75
C -3.34 -2.41 0.32
N -1.96 -2.65 0.32
C -1.52 -3.87 0.09
O -2.08 -4.88 -0.40
C -0.05 -4.11 0.48
C 0.62 -5.17 -0.13
C 1.93 -5.44 0.22
C 2.53 -4.66 1.20
C 1.79 -3.64 1.77
N 0.53 -3.35 1.41
C -3.86 -1.11 0.02
C -5.24 -0.91 0.16
C -6.10 -1.90 0.60
Cl -7.80 -1.53 0.75
N -3.02 -0.03 -0.25
C -3.42 0.95 -1.04
O -4.31 0.96 -1.92
C -2.67 2.28 -0.84
C -3.08 3.37 -1.60
C -2.46 4.59 -1.43
C -1.44 4.70 -0.49
C -1.11 3.57 0.23
N -1.70 2.39 0.08
H -3.87 -4.38 0.95
H 0.07 -5.76 -0.85
H 2.47 -6.25 -0.25
H 3.55 -4.84 1.52
H 2.23 -3.01 2.54
H -5.64 0.06 -0.09
H -3.87 3.22 -2.32
H -2.76 5.46 -2.01
H -0.92 5.64 -0.31
H -0.31 3.60 0.97
C 1.00 -1.18 4.55
C 2.18 -0.59 4.96
C 2.85 0.27 4.11
C 2.30 0.53 2.85
N 1.18 -0.06 2.45
C 0.54 -0.88 3.28
C 2.93 1.48 1.87
C 4.05 2.23 2.20
C 4.55 3.12 1.26
C 3.93 3.22 0.03
C 2.82 2.43 -0.23
N 2.35 1.57 0.68
C 2.08 2.52 -1.54
C 2.55 3.29 -2.60
C 1.79 3.39 -3.75
C 0.58 2.72 -3.82
C 0.20 1.96 -2.73
N 0.93 1.85 -1.62
H 0.45 -1.86 5.19
H 2.59 -0.79 5.95
H 3.77 0.74 4.42
H -0.36 -1.36 2.89
H 4.52 2.15 3.17
H 5.42 3.73 1.49
H 4.30 3.93 -0.70
H 3.50 3.81 -2.54
H 2.15 3.98 -4.59
H -0.04 2.77 -4.70
H -0.73 1.41 -2.74
N 1.41 -1.91 -1.31
C 2.46 -2.39 -2.20
C 2.58 -1.58 -3.47
O 3.43 -1.78 -4.30
O 1.67 -0.61 -3.59
H 1.77 -1.66 -0.40
H 0.69 -2.61 -1.17
H 1.16 -0.66 -2.75
H 2.29 -3.43 -2.50
H 3.44 -2.37 -1.72
*
```

As for the relative energy (zero: lowest compared OMol25 entry of this formula, charge and spin): 98.5 kJ/mol. The LUMO energy comes out at 1.49 eV.

Atom charges from the Mulliken analysis, given in e for atoms 1 to 8: 0.49 -0.27 -0.01 -0.42 -0.32 0.13 0.21 -0.79



(3)
The following is a quantum chemistry calculation of the ion C6H8N with charge +1 at a distorted geometry, from the OMol25 dataset.

```
! RIJCOSX wB97M-V def2-TZVPD def2/J DEFGRID3
* xyz 1 1
C -0.59 1.97 -0.04
C 0.45 0.91 -0.01
N 0.12 -0.39 -0.05
C -1.13 -1.03 -0.06
C 1.36 -1.25 0.02
C 2.44 -0.29 -0.11
C 1.84 0.86 0.03
H -1.04 2.04 -0.96
H -0.28 2.92 0.22
H -1.20 1.89 0.82
H -1.79 -0.75 -0.85
H -1.88 -0.84 0.68
H -1.08 -2.03 0.14
H 1.20 -2.15 -0.74
H 1.56 -1.85 0.91
*
```

As for the relative energy (zero: lowest compared OMol25 entry of this formula, charge and spin): 697.5 kJ/mol. As for the structure (SMILES): CC1=[N+](C)CC#C1. The LUMO energy (spin up / spin down) comes out at -6.42 / -5.93 eV.

Atom charges from the Mulliken analysis, given in e for atoms 1 to 8: -1.52 0.81 0.12 -1.07 -0.32 -0.11 -0.15 0.40



(4)
The following is a quantum chemistry calculation of the molecule C9H16NPS at a distorted geometry, from the OMol25 dataset.

```
! RIJCOSX wB97M-V def2-TZVPD def2/J DEFGRID3
* xyz 0 1
C 0.67 1.68 3.32
C 1.42 2.03 1.96
C 0.62 0.15 3.30
C 0.88 1.56 0.69
C 0.14 -0.49 1.97
C 0.86 0.06 0.78
C 0.37 -0.48 -0.50
C -1.02 -2.68 -3.99
C -1.62 -4.00 -4.35
N 0.23 -2.50 -3.97
P 1.62 -1.78 -3.54
S 1.55 -0.42 -1.78
H 1.31 2.05 4.12
H -0.27 2.23 3.35
H 1.61 3.19 1.97
H 2.41 1.60 2.14
H 1.61 -0.36 3.39
H -0.10 -0.44 3.97
H -0.16 1.96 0.37
H 1.58 2.02 -0.13
H 0.31 -1.61 2.23
H -1.04 -0.36 1.88
H 1.96 -0.34 1.04
H -0.69 -0.61 -0.56
H -1.64 -1.78 -4.15
H -2.17 -3.97 -5.28
H -2.42 -4.21 -3.73
H -0.87 -4.75 -4.29
*
```

The LUMO energy (spin up / spin down) comes out at -0.55 / 0.27 eV.

Atom charges from the Mulliken analysis, given in e for atoms 1 to 8: -0.63 -0.73 -0.56 -0.45 -0.89 0.56 -0.72 0.11



(5)
The following is a quantum chemistry calculation of the ion C6H17NP with charge +1 at a distorted geometry, from the OMol25 dataset.

```
! RIJCOSX wB97M-V def2-TZVPD def2/J DEFGRID3
* xyz 1 1
C 2.46 -1.68 0.29
C 1.33 -0.74 0.64
N 0.82 0.04 -0.54
C 1.70 1.19 -0.91
C -0.63 0.51 -0.11
C -0.58 1.39 1.22
P -1.79 -1.01 -0.13
C -3.55 -0.28 -0.28
H 1.98 -2.51 -0.15
H 3.15 -1.49 -0.55
H 2.98 -1.87 1.17
H 1.66 -0.10 1.42
H 0.72 -1.45 1.11
H 0.64 -0.66 -1.22
H 1.50 2.05 -0.29
H 2.74 1.00 -0.82
H 1.47 1.51 -1.93
H -0.85 1.22 -0.90
H 0.22 2.10 1.42
H -1.52 1.78 1.28
H -0.83 0.73 1.98
H -1.86 -1.07 -1.60
H -3.96 0.15 0.62
H -4.26 -1.20 -0.61
H -3.54 0.38 -1.11
*
```

As for the relative energy (zero: lowest compared OMol25 entry of this formula, charge and spin): 129.3 kJ/mol. As for the structure (SMILES): CC[N@H+](C)[C@H](C)PC. The LUMO energy comes out at -2.65 eV.

Atom charges from the Mulliken analysis, given in e for atoms 1 to 8: -1.51 -0.48 0.05 -0.81 -0.07 -1.67 0.08 -1.01



(6)
The following is a quantum chemistry calculation of a structure of composition C28H34N4NiOPSe2Te2, from the OMol25 dataset.

```
! RIJCOSX wB97M-V def2-TZVPD def2/J DEFGRID3
* xyz -1 3
Ni -1.15 0.39 -1.06
C 3.51 0.87 -1.04
C 3.11 1.75 0.12
C 3.95 2.80 0.49
C 3.64 3.65 1.55
C 2.47 3.44 2.26
C 1.63 2.39 1.92
C 1.93 1.54 0.86
P 0.77 0.16 0.44
C 1.93 -1.27 0.71
C 2.76 -1.22 1.84
C 3.66 -2.24 2.13
C 3.74 -3.33 1.28
C 2.94 -3.39 0.16
C 2.03 -2.37 -0.16
C 1.26 -2.49 -1.44
C -0.34 0.10 1.88
C -0.25 -0.78 2.95
C -1.28 -0.89 3.88
C -2.41 -0.09 3.71
C -2.50 0.81 2.67
C -1.46 0.95 1.73
C -1.55 1.84 0.57
H 4.38 1.29 -1.56
H 2.70 0.77 -1.76
H 3.77 -0.14 -0.70
H 4.87 2.96 -0.07
H 4.31 4.46 1.81
H 2.21 4.10 3.08
H 0.71 2.23 2.48
H 2.71 -0.37 2.50
H 4.29 -2.17 3.01
H 4.44 -4.14 1.49
H 3.01 -4.24 -0.51
H 1.23 -3.53 -1.78
H 1.71 -1.88 -2.23
H 0.23 -2.15 -1.35
H 0.61 -1.43 3.05
H -1.22 -1.60 4.69
H -3.24 -0.17 4.42
H -3.38 1.43 2.56
H -0.68 2.50 0.49
H -2.45 2.45 0.57
Se -2.06 3.31 -4.38
Te -2.82 1.80 -2.56
Te -2.07 -0.68 -3.34
Se -4.20 -1.91 -3.20
C 1.25 1.10 -5.26
N 1.17 2.23 -4.34
C 0.70 1.98 -3.09
N 0.52 3.05 -2.26
O 0.50 0.81 -2.71
H 1.51 1.48 -6.24
H 0.31 0.56 -5.32
H 2.03 0.41 -4.93
H 0.85 3.09 -4.74
H 0.34 3.94 -2.70
H -0.07 2.85 -1.48
C -6.12 -0.96 0.71
C -4.67 -1.30 0.61
C -3.95 -2.39 1.03
C -2.63 -2.18 0.56
N -2.56 -1.03 -0.09
N -3.80 -0.51 -0.02
C -1.47 -3.10 0.69
H -6.62 -1.62 1.42
H -6.59 -1.07 -0.27
H -6.26 0.07 1.04
H -4.30 -3.26 1.58
H -4.02 0.33 -0.52
H -1.60 -3.73 1.57
H -0.53 -2.56 0.80
H -1.39 -3.75 -0.19
*
```

As for the expectation value of S²: 2.0326. As for the relative energy (zero: lowest compared OMol25 entry of this formula, charge and spin): 123.6 kJ/mol. The LUMO energy (spin up / spin down) comes out at 2.42 / 2.25 eV.

Atom charges from the Mulliken analysis, given in e for atoms 1 to 8: 1.05 -1.09 0.96 -0.93 -0.76 -0.87 -0.49 1.00